Here is a structure of composition C4H8CsO2S from the OMol25 dataset. Energies are from ωB97M-V/def2-TZVPD.

Structure (ORCA input):
```
! wB97M-V def2-TZVPD RIJCOSX def2/J DEFGRID3
* xyz 1 1
Cs 2.17590 -3.10358 -1.61516
C 0.57934 -0.30933 -0.84793
C 0.51223 -0.79237 0.61042
C -0.80373 -0.34405 1.20971
S -1.18891 1.23580 0.37486
O -0.95546 2.38599 1.22434
O -2.45035 1.05535 -0.30385
C 0.18635 1.14982 -0.82671
H -0.07030 -0.86024 -1.53835
H 1.60270 -0.53452 -1.16166
H 1.30868 -0.23038 1.11678
H 0.76775 -1.83852 0.80281
H -0.93843 -0.28205 2.28484
H -1.62371 -0.96611 0.83470
H 0.97660 1.78071 -0.41084
H -0.07864 1.65348 -1.75395
*
```

For the HOMO-LUMO gap, the calculation gives 9.151 eV. The LUMO energy is -4.15 eV. The calculation puts the energy above the lowest of the compared OMol25 structures with the same formula, charge and spin at 141.29 kJ/mol. For the largest force on an atom, the calculation gives 1.44 eV/A. The HOMO energy comes out at -0.489 Eh. The value obtained for the total energy is -725.7754 Ha.